Record 1
# C4H9NO2

One molecule with the formula C4H9NO2 at a distorted geometry (wB97M-V/def2-TZVPD, the Open Molecules 2025 dataset).

Each line ends with the natural charge from an NBO analysis.
Geometry (Å):
C -1.858 0.891 0.766  -0.6108
C -1.240 0.395 -0.581  -0.4931
C 0.136 0.889 -0.654  0.6741
O 0.398 2.054 -1.011  -0.6239
N 1.231 0.028 -0.393  -0.6937
C 1.287 -1.489 0.108  0.1066
O 2.590 -1.810 0.551  -0.7049
H -1.842 1.984 0.647  0.2306
H -3.007 0.683 0.825  0.2118
H -1.485 0.459 1.725  0.2182
H -1.765 0.821 -1.346  0.2395
H -1.312 -0.774 -0.639  0.2040
H 2.178 0.539 -0.594  0.4014
H 0.468 -1.516 1.031  0.1844
H 1.137 -2.128 -0.857  0.1842
H 3.084 -1.027 0.422  0.4716

Output
**Energy above the lowest of the compared OMol25 structures with the same formula, charge and spin**: 2.582 eV
**E_HOMO**: -9.7 eV
**Gap between HOMO and LUMO**: 10.440 eV
**SMILES string**: CCC(=O)NCO
**E**: -362.99065 a.u.

***

Record 2
# C4H12

A 2-piece molecular cluster, C4H12 overall at a distorted geometry (wB97M-V/def2-TZVPD, the Open Molecules 2025 dataset).

Each line ends with the Löwdin spin population.
Geometry (Å):
C -0.070 -1.346 1.522  0.1106
C 1.303 -2.028 1.271  0.1191
H -0.281 -1.141 2.580  0.0148
H 0.007 -0.343 1.114  0.0093
H -0.966 -1.819 1.135  0.0248
H 1.182 -2.682 0.400  0.0222
H 1.721 -2.387 2.208  0.0103
H 1.968 -1.243 0.921  0.0351
C -0.721 2.035 -2.062  0.1864
C -0.537 1.352 -0.712  0.2778
H -1.767 2.323 -2.230  0.0212
H -0.159 2.946 -2.259  0.0213
H -0.531 1.354 -2.903  0.0258
H 0.251 0.604 -0.850  0.0352
H -1.434 0.851 -0.357  0.0354
H -0.179 2.041 0.051  0.0507

Output
**Net charge**: -1
**Multiplicity**: 2
**Energy above the lowest of the compared OMol25 structures with the same formula, charge and spin**: 0.456 eV
**E_HOMO (alpha / beta)**: 1.5 / -7.7 eV
**Gap between HOMO and LUMO (alpha / beta)**: 2.766 / 12.035 eV
**E**: -159.51339 a.u.

***

Record 3
# C2H3ClN2O

One molecule with the formula C2H3ClN2O at a distorted geometry (wB97M-V/def2-TZVPD, the Open Molecules 2025 dataset).

Each line ends with the natural charge from an NBO analysis.
Geometry (Å):
H -0.592 -2.608 0.009  0.3827
N -0.161 -1.692 0.205  -0.6100
C -0.509 -0.638 -0.334  0.2911
Cl -1.819 -0.400 -1.490  -0.0596
C 0.169 0.752 0.022  -0.4298
N 1.204 0.470 1.007  0.1715
O 2.079 1.266 1.058  -0.2515
H -0.691 1.336 0.369  0.2602
H 0.319 1.514 -0.846  0.2454

Output
**Energy above the lowest of the compared OMol25 structures with the same formula, charge and spin**: 3.240 eV
**E_HOMO**: -9.3 eV
**Gap between HOMO and LUMO**: 9.162 eV
**SMILES string**: [H]/N=C(\Cl)CN=O
**E**: -722.83458 a.u.

***

Record 4
# C6H18O2S2

A 3-piece molecular cluster, C6H18O2S2 overall at a distorted geometry (wB97M-V/def2-TZVPD, the Open Molecules 2025 dataset).

Each line ends with the natural charge from an NBO analysis.
Geometry (Å):
C -2.251 2.248 -0.729  -0.6006
C -0.776 2.257 -1.224  -0.4020
C 0.290 1.936 -0.171  -0.5329
S 1.325 0.445 -0.544  0.0728
S 1.945 -0.431 1.134  0.0880
C 0.438 -0.728 2.096  -0.5425
C -0.582 -1.566 1.341  -0.4228
C -0.744 -2.998 1.843  -0.6125
H -2.506 1.278 -0.310  0.2040
H -2.812 2.474 -1.644  0.2104
H -2.395 3.095 -0.077  0.2017
H -0.663 3.278 -1.586  0.2024
H -0.746 1.655 -2.142  0.2111
H -0.183 1.825 0.809  0.2117
H 0.865 2.843 -0.158  0.2167
H 0.090 0.306 2.173  0.2148
H 0.684 -1.188 3.048  0.2339
H -1.596 -1.151 1.407  0.2036
H -0.372 -1.677 0.279  0.2120
H 0.087 -3.717 1.820  0.2111
H -1.436 -3.489 1.159  0.2126
H -0.999 -3.017 2.904  0.1987
O 2.885 2.190 -1.876  -0.9446
H 3.402 1.436 -2.162  0.4789
H 3.271 2.546 -1.083  0.4727
O 1.200 -3.594 -2.179  -0.9291
H 0.274 -3.490 -2.434  0.4614
H 1.304 -2.764 -1.693  0.4683

Output
**Energy above the lowest of the compared OMol25 structures with the same formula, charge and spin**: 0.895 eV
**E_HOMO**: -8.1 eV
**Gap between HOMO and LUMO**: 8.687 eV
**SMILES string**: CCCSSCCC.O.O
**E**: -1186.21250 a.u.

***

Record 5
# C7H24AgO7

C7H24AgO7 as an isolated structure at a distorted geometry (wB97M-V/def2-TZVPD, the Open Molecules 2025 dataset).

Each line ends with the natural charge from an NBO analysis.
Geometry (Å):
Ag -0.311 -0.447 -0.437  0.9840
C -4.279 2.539 0.706  -0.2657
O -3.343 1.656 1.454  -0.7558
H -3.794 3.235 0.023  0.1902
H -5.098 2.034 0.193  0.1792
H -4.708 3.140 1.508  0.1850
H -3.873 0.982 1.886  0.4722
C 0.204 1.448 -4.891  -0.2547
O -0.797 1.776 -3.956  -0.7431
H 1.155 1.781 -4.475  0.1649
H 0.303 0.386 -5.114  0.1743
H 0.019 1.915 -5.859  0.1814
H -1.251 2.545 -4.308  0.4797
C -3.646 -4.507 -1.637  -0.2389
O -3.262 -3.314 -2.140  -0.7316
H -2.955 -4.862 -0.871  0.1733
H -4.618 -4.350 -1.170  0.1599
H -3.698 -5.339 -2.339  0.1650
H -3.917 -2.980 -2.758  0.4745
C 2.805 3.559 2.400  -0.0961
C 1.784 4.581 2.933  -0.0896
O 0.692 3.977 3.570  -0.7062
O 2.328 3.002 1.196  -0.7499
H 3.001 2.768 3.124  0.1901
H 3.791 3.992 2.231  0.1716
H 1.477 5.248 2.127  0.1530
H 2.182 5.244 3.701  0.1928
H 0.223 3.415 2.949  0.4624
H 2.295 3.635 0.475  0.4730
C 2.257 -4.042 1.497  -0.0874
C 3.391 -3.632 0.532  -0.0939
O 2.882 -3.302 -0.750  -0.7333
O 1.537 -2.907 1.928  -0.7542
H 2.730 -4.436 2.397  0.1752
H 1.617 -4.799 1.044  0.1817
H 4.103 -4.451 0.425  0.1748
H 3.931 -2.740 0.850  0.1825
H 3.092 -4.075 -1.279  0.4748
H 1.752 -2.673 2.835  0.4851

Output
**Net charge**: +1
**Energy above the lowest of the compared OMol25 structures with the same formula, charge and spin**: 3.342 eV
**E_HOMO**: -12.2 eV
**Gap between HOMO and LUMO**: 6.180 eV
**E**: -954.33047 a.u.

***

Record 6
# C4H7NO

One molecule with the formula C4H7NO (wB97M-V/def2-TZVPD, the Open Molecules 2025 dataset).

Each line ends with the natural charge from an NBO analysis.
Geometry (Å):
C -1.377 -0.068 -1.020  -0.4190
N -0.093 -0.454 -0.415  -0.3856
C 0.100 -1.081 0.905  -0.2423
C 0.440 0.354 0.655  -0.1996
C 1.737 0.926 0.139  0.4401
O 1.784 2.042 -0.325  -0.5210
H -2.291 -0.256 -0.427  0.1843
H -1.460 -0.574 -1.982  0.2074
H -1.257 0.994 -1.229  0.2095
H -0.776 -1.267 1.558  0.1980
H 0.839 -1.894 0.943  0.2071
H -0.197 1.080 1.165  0.2041
H 2.608 0.257 0.027  0.1171

Output
**Energy above the lowest of the compared OMol25 structures with the same formula, charge and spin**: 2.680 eV
**E_HOMO**: -9.4 eV
**Gap between HOMO and LUMO**: 10.382 eV
**SMILES string**: CN1C[C@H]1C=O
**E**: -286.53317 a.u.

***

- Among the records above, which one has the lowest E?
  C6H18O2S2

***

- Number 2 is which compound?
  C4H12

***

- Look up the energy above the lowest of the compared OMol25 structures with the same formula, charge and spin of the fifth one.
  3.342 eV

***

- Among the records above, which one has the highest E?
  C4H12